43
Properties=species:S:1:pos:R:3 method="wB97M-V/def2-TZVPD" e_lumo_ev=-0.7 largest_force_ev_per_a=0.905 total_energy_ha=-5153.78775 gap_ev=6.9 e_homo_ev=-7.7 de_lowest_kj_mol=4.4
Rh -1.010 0.456 1.499
O 5.395 -0.571 3.250
C 4.263 -0.366 2.924
S 3.141 0.658 3.855
C 1.726 0.287 2.908
C 1.869 -0.574 1.887
S 0.511 -1.002 0.898
S 3.454 -1.238 1.595
S 0.179 0.971 3.277
Cl 1.473 1.675 -0.979
C 0.283 2.700 -0.280
C -0.623 2.205 0.646
C -1.549 3.091 1.155
Cl -2.638 2.311 2.292
C -1.667 4.417 0.793
Cl -2.885 5.410 1.480
C -0.766 4.895 -0.157
Cl -0.861 6.533 -0.666
C 0.203 4.038 -0.686
Cl 1.296 4.641 -1.868
Te -2.547 -0.744 -0.450
C -4.579 -0.229 -0.208
C -5.001 1.092 -0.122
C -6.353 1.375 -0.006
C -7.282 0.344 0.031
C -6.859 -0.974 -0.055
C -5.507 -1.264 -0.179
C -2.272 0.338 -2.239
C -2.287 1.728 -2.249
C -2.101 2.411 -3.442
C -1.897 1.707 -4.621
C -1.888 0.320 -4.610
C -2.078 -0.369 -3.419
H -4.284 1.901 -0.155
H -6.681 2.405 0.057
H -8.336 0.569 0.125
H -7.580 -1.780 -0.031
H -5.181 -2.294 -0.253
H -2.441 2.281 -1.333
H -2.108 3.494 -3.447
H -1.744 2.241 -5.550
H -1.730 -0.230 -5.528
H -2.066 -1.451 -3.414